(1)
20
Properties=species:S:1:pos:R:3 method="wB97M-V/def2-TZVPD" max_force_ev_per_a=5.795 energy_ev=-17073.7963 de_lowest_kj_mol=506.3 e_homo_ev=-9.41 lumo_ev=-0.57
C 0.648 -1.672 0.001
C -2.629 1.023 0.132
C -1.276 1.507 0.230
H 0.425 -1.844 1.409
H 3.299 1.907 -0.012
N 2.170 0.453 0.029
H 0.857 -2.653 -0.713
H -1.089 2.530 0.387
H -3.701 1.446 0.073
C 1.121 1.361 -0.106
H -1.472 -2.394 -0.702
C -2.748 -0.431 -0.091
C -0.337 -0.643 -0.245
H -3.717 -1.079 -0.126
O 1.399 2.534 -0.041
O 3.527 0.895 -0.357
C -1.645 -1.222 -0.240
C -0.146 0.759 -0.010
O 3.169 -1.508 0.297
C 2.143 -0.968 0.085

(2)
18
Properties=species:S:1:pos:R:3 method="wB97M-V/def2-TZVPD" max_force_ev_per_a=3.334 energy_ev=-8450.8508 de_lowest_kj_mol=715.8 e_homo_ev=-8.41 lumo_ev=-0.05
C -1.029 -0.744 1.468
H 2.104 -1.429 -1.657
H 2.983 0.052 -0.977
H 1.062 3.055 0.171
C 2.033 -0.905 0.677
C -0.544 -0.158 0.230
C -1.278 -0.737 -1.021
H -0.929 -0.174 -1.828
H -1.981 -1.129 1.211
H -0.356 -1.529 1.737
H -1.481 -1.861 -1.132
C 0.200 1.078 0.155
H -2.249 -0.238 -0.860
H -1.171 0.097 2.217
C 1.066 -0.083 0.041
C 0.203 2.394 0.191
H -0.783 2.998 0.234
C 2.151 -0.685 -0.857

(3)
24
Properties=species:S:1:pos:R:3 method="wB97M-V/def2-TZVPD" max_force_ev_per_a=3.032 energy_ev=-23446.3376 smiles="CC(=O)[C@H]1CC2=C(C=CCC2)S1" de_lowest_kj_mol=50.7 e_homo_ev=-7.76 lumo_ev=0.69
H -0.347 1.609 -3.243
S 1.556 0.904 -0.835
H -1.582 -2.080 0.861
C -0.631 2.648 -1.433
H 0.599 -1.998 3.057
C 0.212 -2.467 2.129
H -1.671 1.070 0.897
H -0.786 3.276 -3.507
C -0.205 2.616 -2.857
H -0.319 -3.406 2.359
C 1.808 -1.758 0.296
C -0.220 -0.446 0.622
C 1.362 -2.732 1.187
C -0.849 -1.500 1.502
H -1.620 0.312 -0.737
H -1.365 -1.041 2.370
C -1.014 0.698 0.106
H 2.719 -1.928 -0.280
H 0.852 2.882 -2.913
H 0.151 2.399 0.532
O -1.621 3.332 -1.173
H 1.927 -3.641 1.262
C -0.004 1.779 -0.348
C 1.048 -0.527 0.144

(4)
74
Properties=species:S:1:pos:R:3 method="wB97M-V/def2-TZVPD" max_force_ev_per_a=1.535 energy_ev=-92762.9424 e_homo_ev="0.72 / -1.55" spin_multiplicity=5 charge=-2 lumo_ev="4.71 / 4.71"
H -1.968 4.865 -0.713
H -4.829 0.136 0.032
Cr -0.002 -0.300 -0.057
H 0.209 3.274 -3.214
C -2.791 -3.830 3.509
C -1.593 4.324 -1.583
H -5.166 2.420 -0.587
C 0.080 2.799 2.418
C 5.081 0.121 -1.683
S -1.248 -2.405 0.066
C -0.905 -1.899 2.751
C -0.616 3.205 -1.205
C -2.152 -3.067 4.478
H 1.175 4.412 -1.411
Si -1.296 1.809 0.060
C 0.566 -0.421 -4.308
C 4.782 -0.004 -3.033
C -1.340 2.745 1.828
O 0.106 -0.639 -2.002
S 0.316 -0.729 2.318
H 5.595 -0.037 -3.751
C 2.379 -0.080 -2.520
H -3.227 -0.600 0.140
C 6.728 0.291 0.007
H -0.698 -1.527 4.844
H -1.242 4.851 1.254
H 0.714 3.517 1.898
H 0.565 1.826 2.375
H -0.028 0.474 -4.530
O 6.432 0.148 -1.355
H 1.341 3.072 -0.262
H -1.906 0.879 2.806
H -3.778 0.479 1.414
H -2.387 -3.207 5.529
C 2.709 0.221 -1.138
H 0.032 3.105 3.473
C -2.496 -3.623 2.169
C 0.656 3.843 -0.627
C -1.215 -2.118 4.097
H 4.249 0.396 0.304
H -2.892 4.235 1.408
C 4.058 0.236 -0.749
C -3.786 0.311 0.336
H 6.351 -0.552 0.598
H -4.266 0.720 -2.182
H 1.381 -0.479 -5.028
H -2.979 -4.218 1.402
H -1.085 5.050 -2.235
H -4.254 2.910 0.842
H -0.088 -1.288 -4.431
H 0.435 4.535 0.187
H -3.840 3.582 -0.739
C -1.884 4.177 1.823
H -1.925 4.560 2.853
H -3.267 1.987 2.539
C -2.207 1.928 2.798
C 3.462 -0.094 -3.438
H 3.266 -0.211 -4.496
H 7.816 0.323 0.084
H -2.537 0.323 -2.157
C -4.161 2.677 -0.221
C -3.210 1.497 -0.451
H 0.628 1.814 -2.307
C -0.174 2.524 -2.506
O 1.803 0.550 -0.254
H -2.096 2.315 3.821
C -1.574 -2.654 1.765
H -2.450 3.938 -2.137
H -3.526 -4.577 3.793
C 1.041 -0.368 -2.877
C -3.268 1.107 -1.935
H -3.074 1.961 -2.587
H 6.314 1.216 0.422
H -0.987 1.988 -2.994